Molecular formula: C20H19F2N5O2
Method: DFT, wB97M-V/def2-TZVPD

Element x y z (Å)
F  0.428  -3.215  0.181
F  3.247  -0.832  -2.921
N  -4.373  5.722  4.592
N  -1.066  3.208  -0.940
N  -1.382  0.623  0.315
O  1.748  -5.533  -0.319
O  4.494  -3.074  -3.595
C  -3.809  5.472  3.426
C  -3.665  4.022  3.227
C  -2.669  1.984  2.039
C  -4.184  3.461  4.376
C  -2.963  3.341  2.121
C  -0.519  2.093  -1.465
C  -1.910  1.756  0.821
C  -1.770  3.022  0.204
C  -0.698  0.813  -0.830
C  3.156  -4.354  -1.968
C  1.457  -3.204  -0.696
C  2.861  -1.989  -2.291
C  2.132  -4.394  -0.988
C  3.512  -3.164  -2.625
C  1.854  -1.957  -1.297
N  -4.690  4.489  5.138
N  -2.404  3.940  0.992
C  2.429  -6.749  -0.631
C  5.102  -4.273  -4.108
C  -3.348  6.566  2.506
C  -0.087  -0.378  -1.497
C  1.278  -0.638  -0.830
H  -2.987  1.212  2.722
H  -4.129  2.386  4.601
H  0.083  2.153  -2.394
H  3.715  -5.277  -2.125
H  -4.974  4.401  6.088
H  -2.439  4.937  0.803
H  2.209  -6.981  -1.671
H  2.133  -7.574  0.033
H  3.529  -6.652  -0.471
H  4.374  -4.967  -4.526
H  5.844  -4.009  -4.873
H  5.641  -4.799  -3.289
H  -3.505  7.535  3.008
H  -3.862  6.496  1.528
H  -2.271  6.416  2.345
H  0.082  -0.262  -2.566
H  -0.736  -1.275  -1.396
H  1.155  -0.706  0.251
H  1.977  0.209  -1.007

Calculated values
Charge = 0
Energy relative to the best compared isomer or geometry (same formula, charge and spin) = 0.000 eV
Gap between HOMO and LUMO = 8.207 eV
Structure (SMILES) = COc1cc(OC)c(F)c(CCc2cnc3[nH]c(-c4c[nH]nc4C)cc3n2)c1F
Electronic energy = -38027.2632 eV